Entry 1:
A molecular structure, C16H32F4N2O20PdS4 in a non-equilibrium geometry, computed with the ωB97M-V functional and the def2-TZVPD basis.

Output
- Energy: -118723.31516 eV
- HOMO-LUMO gap (spin up / spin down): 9.7 / 7.8 eV
- Multiplicity: 3
- Relative energy (zero: lowest compared OMol25 entry of this formula, charge and spin): 0.00 kJ/mol

```
79
Properties=species:S:1:pos:R:3:forces:R:3
Pd -0.45439 0.50124 0.55025 1.5 -0.8 -0.7
N -2.41824 0.67205 1.06391 -3.9 2.3 2.9
S -3.80888 0.03603 0.72037 -3.6 -6.2 -6.1
O -4.99249 0.77868 0.29468 2.3 0.1 1.4
O -4.05677 -1.20259 1.39799 -0.1 0.7 1.1
F -3.38959 -0.61845 -0.68219 0.6 0.6 -0.7
S -3.28270 1.48445 2.34898 1.7 4.5 5.0
O -3.78534 0.62842 3.45741 0.7 1.8 -3.4
O -3.92265 2.72963 1.93789 0.5 -2.9 0.4
F -1.97349 2.07943 3.01134 0.3 -0.6 -0.1
N 0.79766 1.99582 1.45532 2.3 -0.1 2.7
S 2.05827 1.97097 2.57318 3.1 -5.2 3.3
O 1.74845 1.75991 4.01831 0.2 1.2 -4.0
O 3.21467 2.73379 2.14981 -2.0 -0.5 0.8
F 2.47715 0.46390 2.17357 0.0 0.4 -0.1
S 0.61983 3.51598 1.69820 -7.1 8.7 -1.9
O 1.38099 4.38593 0.84109 0.7 -1.1 0.8
O 0.10310 4.07708 2.95787 2.8 -2.1 -0.9
F -0.81442 3.64471 0.95350 0.1 -1.0 -0.7
C 1.34207 -3.38408 -3.66804 0.2 1.2 0.2
C 0.25307 -2.56094 -2.88380 1.5 -1.6 -1.8
O 0.10197 -3.29775 -1.68324 -2.3 1.8 3.0
C -0.67751 -2.67287 -0.63980 -0.6 -0.8 -1.9
O -0.79941 -1.46056 -0.47627 0.5 -2.7 -0.4
O -1.37360 -3.66697 -0.03945 2.4 1.6 -2.0
C -1.98870 -3.38978 1.17435 -1.1 0.1 1.9
H 2.17934 -3.74022 -3.06784 -0.3 -0.1 0.3
H 1.81033 -2.74055 -4.41282 -0.2 0.0 -0.2
H 0.84495 -4.20462 -4.18541 0.2 -0.1 0.2
H -0.54413 -2.74962 -3.60281 -1.0 0.6 0.7
H 0.42654 -1.48978 -2.78063 0.2 -0.2 0.4
H -1.41685 -3.87643 1.96445 0.0 -0.1 0.0
H -2.99129 -3.81585 1.13721 0.1 0.0 0.0
H -2.12016 -2.33951 1.43466 0.3 -0.1 -0.5
C 0.86755 -4.60647 4.36672 1.4 1.1 -0.9
C 1.92524 -3.48880 4.04245 -1.8 -0.5 0.6
O 1.39514 -2.59607 3.02620 -0.4 1.3 -1.1
C 0.50540 -1.57453 3.13797 0.1 -1.5 2.6
O 0.10216 -0.94130 2.19688 0.2 0.0 -0.3
O 0.06483 -1.44839 4.40405 1.4 -1.1 -1.1
C -0.81863 -0.41779 4.79318 -1.4 0.3 -0.5
H 0.75475 -5.22043 3.47317 0.0 -0.2 0.1
H -0.10038 -4.16359 4.60142 0.2 -0.1 0.4
H 1.33675 -5.17204 5.17175 -0.6 -0.2 0.1
H 2.82381 -3.92093 3.60207 -0.2 0.2 -0.1
H 2.19436 -2.98994 4.97347 -0.1 0.5 -0.3
H -1.71782 -0.39008 4.17772 0.3 0.1 -0.7
H -0.30913 0.54500 4.75359 -0.2 -0.1 0.5
H -1.28013 -0.75572 5.72103 0.8 0.4 0.5
C -0.76298 4.86982 -3.65872 -1.9 0.8 -0.7
C -2.10844 4.32677 -3.02952 2.7 -0.1 -0.1
O -1.53432 3.42618 -2.03578 0.0 -2.4 1.1
C -1.29849 2.13933 -2.27523 -1.2 -0.6 -0.2
O -0.97900 1.25714 -1.46583 -0.3 1.9 -1.0
O -1.55343 1.79077 -3.55574 0.4 4.2 0.6
C -1.69027 0.50417 -3.92577 0.3 -3.4 0.8
H -0.08207 5.28449 -2.91541 -0.2 -0.3 0.2
H -1.02161 5.68676 -4.33237 0.1 0.1 -0.1
H -0.26835 4.12131 -4.27773 -0.1 -0.2 0.3
H -2.77048 3.77796 -3.69930 0.2 0.2 -0.1
H -2.66738 5.05167 -2.43773 0.2 0.0 -0.1
H -1.78414 0.37688 -5.00424 -0.2 0.4 0.2
H -2.50086 0.07385 -3.33766 -0.4 -0.3 -0.5
H -0.83038 -0.06976 -3.58038 0.3 -0.1 -0.3
C 2.50737 2.87436 -2.29351 -0.5 -1.0 -1.2
C 2.38277 1.54471 -3.08671 0.4 1.9 -0.4
O 3.06474 0.52487 -2.41567 -0.7 -0.7 0.5
C 2.53675 0.00982 -1.32845 -1.3 -0.2 0.9
O 1.42460 0.18866 -0.81985 1.7 0.1 -1.2
O 3.44128 -0.81392 -0.87427 0.9 0.7 -1.6
C 3.10910 -1.84893 -0.08472 0.1 -3.0 3.7
H 2.06766 2.83002 -1.29712 0.1 -0.1 0.0
H 1.89585 3.55136 -2.89001 0.4 0.6 0.2
H 3.56335 3.14248 -2.26009 -0.2 0.3 0.1
H 2.94317 1.56122 -4.02148 0.0 0.6 0.0
H 1.36227 1.35414 -3.41895 -0.3 -0.6 0.7
H 3.60623 -1.72691 0.87761 -0.5 0.6 0.5
H 3.58639 -2.80519 -0.29887 0.1 0.1 -1.5
H 2.06897 -2.11045 0.10979 -0.2 0.8 -0.4
```
Positions in Å, forces in eV/Å.

Entry 2:
A molecular structure, C4H6O2, computed with the ωB97M-V functional and the def2-TZVPD basis.

Output
- Energy: -8333.23428 eV
- HOMO-LUMO gap: 8.8 eV
- Multiplicity: 1
- Relative energy (zero: lowest compared OMol25 entry of this formula, charge and spin): 697.29 kJ/mol

```
12
Properties=species:S:1:pos:R:3:forces:R:3
O -0.28647 2.14085 1.83502 0.1 -0.7 -0.4
C -0.19792 1.06353 1.37906 -0.1 0.7 0.5
C -0.38531 0.38537 -0.44771 -0.1 0.1 -0.2
C 1.00436 -0.14226 -0.25257 0.3 0.1 -0.1
O 0.57228 -1.46217 -0.09323 0.1 -0.1 0.1
C -0.81709 -1.07148 -0.27073 -0.4 -0.1 0.0
H 0.88610 0.38271 1.30103 0.1 0.0 0.0
H -0.86133 1.24570 -0.91059 0.1 -0.1 0.1
H 0.34384 0.10381 -1.48934 0.0 0.0 0.0
H 1.99468 0.08261 -0.64125 -0.1 0.0 0.1
H -1.41164 -1.28077 0.61850 0.1 0.0 -0.1
H -1.24482 -1.57354 -1.14821 0.1 0.1 0.1
```
Positions in Å, forces in eV/Å.

Entry 3:
A molecular structure, C6H8LiO6Pd in a non-equilibrium geometry, computed with the ωB97M-V functional and the def2-TZVPD basis.

Output
- Energy: -22312.03765 eV
- HOMO-LUMO gap (spin up / spin down): 8.7 / 8.6 eV
- Multiplicity: 3
- Charge: +1
- Relative energy (zero: lowest compared OMol25 entry of this formula, charge and spin): 0.00 kJ/mol

```
22
Properties=species:S:1:pos:R:3:forces:R:3
Pd 0.41025 2.52970 -1.32929 0.6 4.6 -3.4
O -1.43374 2.40515 -0.87181 -2.4 0.3 0.4
O -1.57506 0.27679 -1.42810 -0.3 1.1 0.7
C 2.58543 1.09888 -2.38358 0.7 -0.2 0.2
C 1.67540 2.18884 -2.89798 0.6 -0.9 -1.2
O -1.78922 0.89824 0.75166 0.3 0.2 0.0
C -1.64200 1.25859 -0.41363 -0.3 -2.0 0.0
H 3.08020 0.49863 -3.15845 -0.2 0.3 0.1
H 3.35259 1.48341 -1.69855 -0.2 -0.1 -0.2
H 1.12502 1.82885 -3.78266 -0.1 0.2 0.4
H 2.33890 2.99594 -3.25172 -0.5 0.1 0.4
Li -0.07875 0.61004 1.60816 -0.4 0.1 -0.3
O 1.19735 1.40770 0.01356 1.9 -2.5 3.4
O 1.87508 0.03224 -1.63379 0.1 -0.4 0.0
C -1.65186 -1.06145 -1.12824 0.1 -3.0 4.2
C -0.32308 -1.73331 -0.94279 2.7 1.0 -3.5
O 0.60315 -0.70379 0.01632 -1.8 -2.1 -0.1
C 1.26665 0.28250 -0.53069 -0.3 -0.6 -1.3
H -2.38039 -1.57462 -1.76356 0.6 -0.1 -0.1
H -0.40678 -2.77503 -0.61612 0.4 0.6 0.9
H 0.25874 -1.75910 -1.86947 0.5 0.2 0.4
H -1.79549 -1.57976 -0.03167 -2.2 3.1 -1.3
```
Positions in Å, forces in eV/Å.